[1]
104
Properties=species:S:1:pos:R:3:forces:R:3 method="wB97M-V/def2-TZVPD" total_energy_ha=-47933.8664
Br 5.5304 0.1443 1.4417 0.0 0.0 0.1
Br 6.9585 4.1518 -3.1335 0.0 0.0 -0.1
Br 0.4279 -5.0389 -0.5515 -0.2 -0.1 -0.1
Br -0.6858 -7.0499 2.9782 0.0 -0.1 0.1
Br 3.1638 4.0232 0.2342 0.1 0.0 0.0
Br 2.5547 4.1733 -3.3923 -0.1 -0.1 0.0
Br -4.9934 0.2882 -4.0155 -0.3 -0.1 0.1
Br 5.5141 2.6896 -6.1980 -0.1 0.0 0.1
Br -0.6171 3.4062 2.0220 0.1 0.1 0.1
Br -4.8344 7.1047 -1.9938 0.1 0.0 0.0
Br -5.2950 3.6694 -5.4475 0.1 -0.1 -0.1
Br -1.8722 -5.0170 -3.4268 0.1 0.1 0.0
Br -2.0830 4.8807 -0.9168 -0.2 0.2 0.0
Br -3.1243 1.1357 3.4575 0.1 0.0 0.0
Br -3.5350 -4.9681 2.1188 0.0 0.0 -0.1
Br -1.4030 -2.6331 8.9027 0.0 -0.1 0.0
Br 4.5495 -2.1658 4.1467 0.0 0.0 -0.1
Br 0.9435 -4.9548 7.2558 -0.1 0.1 -0.1
Si 0.2317 0.5526 -0.7650 -0.9 -0.4 0.3
F -2.3527 1.3643 -1.3410 -0.5 0.1 0.2
O 0.4897 -2.4064 2.9349 -0.5 0.0 -0.6
O 0.4895 -1.9783 5.0913 2.4 2.4 3.6
C -1.9135 2.1995 -4.0419 0.3 0.0 0.1
C 0.5931 -1.0885 2.3855 0.8 0.7 -0.2
C 1.6268 -1.7985 0.1642 -0.5 -0.1 0.6
C -2.4727 3.7478 2.4800 0.2 0.2 0.0
C 6.6398 -0.8398 2.7038 0.0 0.1 -0.3
C -3.9041 4.4468 -1.4559 0.2 -0.2 -0.2
C -0.0510 -2.4333 4.1814 -2.2 -2.0 -2.9
C -0.2007 -5.9835 -3.1799 -0.2 -0.1 -0.1
C -5.9053 0.8738 -5.6302 0.2 -0.2 0.1
C 0.4546 -1.3183 -0.6985 0.8 0.5 -0.7
C 0.5326 -2.7737 9.0668 -0.1 0.1 0.0
C -5.1251 1.9472 -6.3416 -0.2 0.2 -0.1
C -2.9505 -6.6343 1.3110 -0.3 0.1 0.0
C -4.3723 5.3106 -2.5948 -0.2 0.2 0.1
C 1.8082 -1.0519 1.4838 0.0 -0.7 0.0
C 5.7031 4.5560 -5.6764 0.0 -0.1 -0.3
C -2.4482 -7.5899 2.3575 0.3 -0.1 0.0
C -0.7883 1.9872 -3.0098 -1.2 0.3 -0.5
C 7.0070 4.8036 -4.9673 0.0 0.1 0.3
C 2.6681 5.5405 -0.8751 -0.1 -0.1 0.2
C -0.0555 -6.4795 -1.7667 0.3 0.1 0.2
C 6.0936 -2.2182 2.9646 0.0 -0.1 0.3
C -1.1961 0.9479 -1.9917 1.6 -0.1 -0.2
C 1.1799 -3.0840 7.7448 0.1 -0.1 0.1
C -1.3627 -3.1410 4.2740 0.5 0.1 -0.5
C 1.6850 5.1385 -1.9432 0.1 0.2 -0.2
C -2.8605 3.0428 3.7521 -0.2 -0.1 0.0
H 2.1941 -0.0434 1.3677 -0.2 0.3 -0.2
H 7.6199 -0.9006 2.2351 0.0 0.0 0.0
H -3.8233 -7.0378 0.8009 0.0 0.0 0.0
H 2.2139 6.2589 -0.1954 0.0 0.0 0.0
H 2.2568 -2.9381 7.8046 0.0 0.0 0.1
H -2.3216 -8.5878 1.9418 0.0 0.0 0.0
H 5.7787 -2.7248 2.0577 0.0 0.1 0.0
H 0.5988 -5.3113 -3.4739 0.0 0.0 0.1
H -1.9868 -2.7975 3.4590 -0.3 0.0 -0.1
H -2.5151 3.0645 -3.7820 -0.2 0.1 0.0
H -0.2460 -6.8191 -3.8754 0.0 0.0 0.0
H -1.5159 2.3497 -5.0404 0.1 0.2 -0.2
H 2.5748 -1.8102 -0.3648 0.1 0.2 -0.3
H -1.7863 -2.9504 5.2467 -0.2 -0.1 0.2
H 0.6599 -1.6411 -1.7207 -0.1 -0.1 -0.2
H 6.7049 -0.2355 3.6028 0.0 0.0 0.0
H 1.4266 -2.8331 0.4299 0.2 -0.2 0.1
H 0.7610 -0.3454 3.1589 -0.1 -0.1 0.5
H -5.9872 -0.0148 -6.2527 0.0 0.0 0.0
H 0.8604 -1.8021 9.4308 0.0 0.0 0.0
H 1.2447 6.0191 -2.4071 0.0 0.0 0.0
H -2.1134 3.1399 4.5331 0.0 0.0 0.0
H 7.1986 5.8717 -4.8860 0.0 0.0 0.0
H -4.5235 4.5426 -0.5695 0.0 0.1 0.0
H 0.1197 1.7009 -3.5208 0.4 -0.2 0.1
H 3.5894 5.9525 -1.2751 0.0 0.0 -0.1
H 2.5696 -1.5842 2.0412 0.4 0.0 0.2
H 0.7573 -7.1995 -1.6954 0.0 0.0 -0.1
H -3.8658 3.4012 -1.7613 0.0 0.0 0.0
H -2.1909 -6.3756 0.5790 0.0 0.0 0.1
H -0.9674 -6.9257 -1.3824 0.0 0.0 -0.1
H -3.0674 3.4407 1.6252 0.0 -0.1 0.0
H 0.7290 -3.5277 9.8224 0.0 0.0 0.0
H -1.1598 -4.1942 4.1057 -0.2 -0.3 0.1
H 7.8502 4.3211 -5.4509 0.0 0.0 0.0
H 4.8391 4.8026 -5.0677 0.0 0.0 0.0
H -3.0901 -7.6424 3.2309 0.0 0.1 0.0
H 6.8308 -2.8288 3.4821 0.0 0.0 0.0
H 1.4474 1.2833 -1.1727 0.1 0.0 0.0
H 0.7800 -2.4935 6.9265 0.0 -0.1 0.2
H -5.5195 2.1055 -7.3432 0.0 0.0 0.0
H 5.6623 5.1184 -6.6071 0.0 0.0 0.0
H -5.2864 4.9072 -3.0256 0.1 0.0 0.1
H -2.5463 4.8270 2.6017 0.0 0.0 0.0
H -3.8166 3.4125 4.1174 0.0 0.0 0.0
H -0.3146 -0.7864 1.8716 -0.3 -0.3 -0.1
H -2.5753 1.3431 -4.0765 0.0 -0.1 0.0
H -4.0635 1.7278 -6.4015 0.0 0.0 0.1
H 0.8934 4.4948 -1.5703 0.0 0.0 0.1
H -6.8970 1.1992 -5.3327 0.0 0.1 0.0
H -0.2622 0.9709 0.5607 0.2 0.2 0.0
H -1.4092 0.0297 -2.5388 -0.4 -0.2 0.0
H -3.6246 5.4223 -3.3738 0.0 0.0 0.0
H -0.6368 2.9484 -2.5279 0.4 0.0 0.2
H -0.4911 -1.7837 -0.4400 -0.2 0.0 0.3

---

[2]
96
Properties=species:S:1:pos:R:3:forces:R:3 method="wB97M-V/def2-TZVPD" s2=3.82 total_energy_ha=-6319.7665 spin_multiplicity=4 charge=+3 relative_energy_kcal_mol=0.0
Br 0.0612 0.9432 -0.1833 0.3 0.4 -0.2
Cr -1.2184 -1.0757 -0.1794 0.2 -1.1 -0.4
S -3.1406 -0.6617 2.5837 -0.1 -0.3 -0.1
S 0.6312 -2.5976 0.2577 -0.5 0.3 0.1
Si 2.0446 3.7371 -0.2816 -0.1 -0.1 0.0
O -0.9394 -3.3167 -3.4041 0.1 0.2 0.0
O -1.0804 -1.5324 -2.0559 0.1 -0.3 -0.2
O -2.0809 -0.5419 1.4684 0.1 0.1 -0.2
N 1.8870 -1.5912 -1.9206 -0.3 0.1 -0.3
N 3.1299 -2.7955 -0.4315 -0.1 0.0 0.0
N -0.3365 -7.0527 -4.3697 -0.1 0.1 0.1
N -2.7256 -2.5940 -0.4001 0.4 0.0 0.1
N -2.4290 -8.0205 -4.2716 0.0 -0.1 -0.1
N -2.1945 -5.7540 -3.9434 -0.3 -0.3 -0.1
C -0.9831 -1.3549 6.4849 0.1 0.0 0.1
C 4.2677 2.0398 0.0563 0.2 0.0 -0.1
C 1.9007 3.9529 1.5601 -0.3 -0.3 0.1
C 3.5456 2.9011 -0.9899 0.0 -0.3 0.0
C 2.2036 2.6708 2.3645 0.0 0.1 0.2
C 1.9640 -2.2788 -0.8065 0.1 -0.1 0.4
C -3.8825 -3.3741 -2.4210 -0.1 -0.1 -0.1
C -3.9338 -4.0248 -3.8052 0.0 0.1 0.0
C -0.5492 4.4985 -1.1359 -0.1 0.1 -0.1
C -1.4398 -2.7386 -2.4598 0.4 0.7 0.2
C 2.9393 5.0473 1.9014 0.1 0.1 0.0
C -2.2198 -1.9424 6.2271 0.0 -0.1 0.0
C 1.3223 6.2113 -1.0721 0.1 0.2 0.0
C 1.2146 4.4673 -2.8823 -0.1 0.2 -0.1
C -2.8566 -1.7600 5.0089 0.0 0.0 0.0
C -0.3798 -0.5884 5.4792 0.1 0.0 0.0
C 0.4915 4.4305 1.9531 0.0 0.1 0.2
C -3.6240 1.0303 2.8105 0.0 0.1 0.0
C 4.4826 4.0471 -1.4386 0.1 0.1 0.0
C 0.9508 4.7449 -1.3956 -0.2 -0.3 -0.1
C -3.6438 -5.5151 -3.8787 0.3 -0.1 0.1
C -0.9995 -0.3791 4.2629 0.1 0.1 0.0
C -1.6596 -6.9374 -4.2043 0.0 0.0 0.0
C 3.1928 2.0014 -2.1925 0.2 0.0 -0.1
C -2.5546 -3.3766 -1.6583 -0.2 0.2 0.1
C -2.2409 -0.9652 4.0499 -0.1 -0.1 0.1
C -0.3195 -1.5148 7.8282 0.0 0.1 -0.1
H 2.2492 4.6574 -3.1770 -0.2 0.0 0.0
H 2.8754 2.5713 -3.0647 0.1 -0.1 0.1
H -0.5816 -0.6709 8.4715 0.0 0.0 0.0
H -0.8391 3.4652 -1.3509 0.1 0.2 0.0
H -2.7169 1.6206 2.9400 -0.1 0.0 0.0
H 5.4009 3.5978 -1.8371 -0.1 0.1 0.0
H 0.5833 5.1467 -3.4653 0.1 -0.1 0.0
H 1.6106 1.8118 2.0328 0.1 0.2 0.1
H -3.4306 -7.9528 -4.2124 0.0 0.0 0.0
H 0.2388 -6.2300 -4.4198 0.0 0.0 0.0
H 0.9771 -1.3121 -2.2692 -0.1 0.0 0.0
H 1.9479 2.8721 3.4113 0.0 0.0 -0.1
H 5.1557 1.6082 -0.4208 -0.1 0.0 0.1
H -1.1122 5.1513 -1.8111 0.0 0.0 0.0
H -3.8190 -2.2248 4.8153 0.1 0.0 0.0
H 2.8495 5.2750 2.9698 0.0 0.0 -0.1
H 2.6909 -1.4718 -2.5155 0.0 0.0 0.0
H 0.9437 3.4465 -3.1632 0.0 0.1 0.0
H 0.5928 -0.1461 5.6637 0.0 0.0 0.0
H -4.0767 -6.0363 -3.0190 0.0 0.0 0.0
H 3.2560 2.3965 2.3380 -0.1 0.0 0.1
H -2.7690 -3.1921 0.4185 0.0 -0.1 0.0
H -3.2783 -3.4990 -4.5028 -0.1 0.0 0.0
H 2.7740 5.9837 1.3535 0.0 -0.2 0.1
H -4.1912 1.3501 1.9361 0.0 0.0 0.1
H 0.7269 6.8587 -1.7262 0.1 0.0 0.1
H -0.6467 -2.4225 8.3315 0.0 0.0 0.0
H -0.2798 3.6960 1.6963 0.1 0.1 0.1
H 3.2086 -3.2720 0.4506 0.0 0.0 0.0
H 0.0822 -7.9278 -4.6308 0.0 0.0 0.0
H 2.3811 6.4355 -1.2663 -0.2 0.0 0.0
H 3.9694 4.7189 1.7184 -0.2 0.0 0.1
H 0.2281 5.3899 1.5013 0.0 -0.1 0.1
H -1.5916 -4.9382 -3.8982 0.1 0.2 0.1
H -4.6297 -3.8491 -1.7758 0.0 0.0 0.0
H -0.8563 4.7376 -0.1196 0.0 0.0 -0.2
H 3.6431 1.2183 0.4262 0.1 0.1 -0.1
H -0.5220 0.2141 3.4869 -0.1 -0.1 0.1
H 0.7670 -1.5317 7.7397 -0.1 0.0 0.0
H 4.1039 1.4567 -2.4739 -0.1 0.0 0.0
H -2.0460 -8.9133 -4.5319 0.0 0.0 0.0
H -2.2399 -4.3877 -1.4195 0.0 -0.2 0.1
H 1.0966 6.4900 -0.0382 0.0 0.0 -0.2
H -4.1859 -2.3294 -2.5515 0.0 0.0 0.0
H -3.6214 -2.1200 -0.4403 -0.2 0.1 0.1
H -4.9476 -3.8797 -4.1724 -0.1 0.0 0.0
H -4.1118 -5.9085 -4.7811 0.0 -0.1 -0.1
H 4.7753 4.7020 -0.6079 0.0 -0.1 -0.1
H 0.4752 4.5716 3.0398 0.0 0.0 -0.1
H 2.4117 1.2725 -1.9501 0.1 0.1 0.0
H 3.9482 -2.7425 -1.0160 0.1 0.0 0.0
H 4.6192 2.6257 0.9091 0.0 -0.1 -0.1
H -2.6902 -2.5553 6.9880 0.0 0.0 0.0
H 4.0509 4.6690 -2.2294 0.1 -0.1 0.1
H -4.2477 1.0638 3.7048 0.0 0.0 0.0